117
Properties=species:S:1:pos:R:3:forces:R:3 method="wB97M-V/def2-TZVPD" spin_multiplicity=1 homo_lumo_gap_ev=6.178 e_tot_ev=-150958.4944 relative_energy_kj_mol=752.06 total_charge=+1 mol_weight_g_mol=1128.81
Hg -10.51977 24.41867 -22.08069 1.5 -0.1 -2.4
C -8.37226 22.80642 -25.84405 0.5 0.9 1.5
C -8.32097 24.13158 -24.97449 -0.2 -1.1 0.1
C -8.18577 25.32508 -25.91397 0.3 0.0 0.4
O -9.43943 24.20667 -24.13658 -1.8 0.2 0.7
H -9.04533 22.96426 -26.68676 0.3 -0.3 -0.1
H -8.66736 21.93817 -25.25485 -0.5 0.1 0.2
H -7.33140 22.56966 -26.06461 0.0 0.2 -0.9
H -7.45844 24.09869 -24.30886 0.6 -0.1 -0.3
H -7.29228 25.23999 -26.53247 0.3 0.0 0.2
H -8.11288 26.20395 -25.27336 0.0 0.3 -0.2
H -8.98876 25.45160 -26.64013 -0.3 -0.3 0.4
O -12.23961 23.67058 -23.50755 -2.3 -0.6 -2.0
S -13.11361 23.43686 -24.69318 -0.3 1.6 -2.9
O -13.40342 24.53154 -25.67839 1.2 -3.2 3.2
O -12.44833 22.20951 -25.57734 -3.0 3.8 0.0
C -12.06527 21.12601 -24.82543 2.6 -1.7 0.5
C -11.88718 19.95830 -25.77743 0.0 0.4 0.4
C -14.69045 22.71823 -24.13313 0.2 0.3 1.5
H -12.68756 20.89188 -23.96169 -0.1 0.2 0.0
H -11.05909 21.44967 -24.55911 0.2 -0.6 1.1
H -11.34217 20.38090 -26.62151 -0.3 -0.3 -0.4
H -12.86003 19.53767 -26.03189 0.3 -0.2 -0.4
H -11.21301 19.23146 -25.32434 -0.3 -0.2 0.1
H -15.37436 22.16750 -24.77893 1.0 -0.1 -0.7
H -15.33915 23.48329 -23.70653 0.5 0.7 -0.2
H -14.41001 22.14794 -23.24757 0.0 -0.4 -0.2
O -14.07743 19.41012 -29.17648 1.0 -0.2 0.2
S -12.93152 19.34635 -30.04336 -2.2 -0.5 -3.7
O -13.20191 19.65671 -31.49093 1.5 -1.0 3.7
O -11.88183 20.38008 -29.45371 0.0 0.0 0.7
C -10.68837 20.64406 -30.14916 2.4 0.9 -2.0
C -9.56762 21.18784 -29.27895 0.1 -0.7 0.9
C -12.05306 17.65636 -29.85843 -1.1 3.0 -0.8
H -10.76154 21.35592 -30.97135 -1.1 0.1 0.0
H -10.27155 19.77620 -30.66023 -0.4 -0.5 0.2
H -9.81349 22.12006 -28.77043 -0.2 -0.3 0.3
H -8.60453 21.38025 -29.75173 -0.4 0.1 -1.0
H -9.26584 20.36103 -28.63596 -0.2 0.3 0.9
H -12.71024 16.94600 -30.36003 0.0 0.0 0.5
H -11.93118 17.62835 -28.77563 0.3 -0.6 -0.3
H -11.19081 17.86122 -30.49297 0.3 -0.6 0.5
O -6.00408 29.89564 -31.41339 -0.4 -2.8 1.8
S -6.00643 28.54699 -30.81380 1.8 0.1 -0.8
O -4.69644 27.95293 -30.35897 -4.1 1.3 -0.9
O -7.13834 28.56771 -29.52935 1.6 2.5 -3.3
C -7.25968 27.53126 -28.64032 -0.2 -2.6 -0.2
C -8.46694 26.67108 -29.09840 -0.3 0.5 0.4
C -6.90061 27.39900 -32.09164 0.4 1.3 1.1
H -7.41309 27.99627 -27.66650 0.2 -0.4 0.1
H -6.35592 26.92735 -28.72155 0.2 -0.1 0.8
H -9.34033 27.30396 -28.94105 -0.3 -0.1 -0.3
H -8.67133 25.73292 -28.58248 0.5 0.1 0.2
H -8.38863 26.41359 -30.15465 0.0 0.2 0.1
H -7.00612 26.43759 -31.58899 0.0 0.1 -0.4
H -6.43230 27.36791 -33.07542 0.9 -0.1 0.5
H -7.82693 27.92388 -32.32516 -0.3 -0.2 0.7
O -11.47145 26.40466 -22.98712 0.0 -0.1 1.5
S -11.97195 27.31069 -23.98283 0.3 2.4 -3.1
O -13.40120 27.54036 -24.15562 2.9 -0.2 0.7
O -11.17153 28.87050 -23.78925 -1.9 -1.8 -0.4
C -9.89858 28.84692 -23.12398 0.4 -1.4 0.8
C -8.92666 29.97733 -23.37322 -0.5 1.1 -1.1
C -11.20136 26.70013 -25.56976 0.0 0.7 0.1
H -9.45771 27.89349 -23.41502 0.6 0.0 0.0
H -10.06081 28.75979 -22.04964 -0.2 0.1 0.1
H -7.95481 29.77824 -22.92159 -0.2 -0.2 0.0
H -9.25057 30.96564 -23.04699 -0.3 -0.2 0.7
H -8.78636 30.19902 -24.43117 0.2 -0.6 -0.3
H -10.15662 26.97538 -25.71415 0.0 0.5 0.9
H -11.69440 27.15168 -26.43063 -0.6 -0.2 0.3
H -11.17786 25.61053 -25.58795 -0.6 0.2 0.3
O -2.48163 26.39790 -25.61861 -2.7 -2.5 1.2
S -3.56147 25.49506 -25.12901 0.7 0.0 -1.1
O -4.30447 24.60161 -26.04095 1.5 1.6 1.3
O -3.01373 24.55828 -23.88295 -1.0 1.7 0.0
C -2.23763 23.41806 -24.15238 2.0 -0.7 -1.5
C -0.75340 23.75687 -24.42694 0.7 0.2 0.4
C -4.76444 26.52013 -24.22588 0.9 -0.7 -0.5
H -2.66675 22.92066 -25.02218 0.0 -0.1 -0.2
H -2.27874 22.67658 -23.35449 -0.4 0.6 0.4
H -0.56244 24.38072 -25.30012 -0.4 -0.2 -0.2
H -0.07829 22.90148 -24.45211 -0.6 -0.7 -0.7
H -0.19734 24.26328 -23.63799 -0.9 0.6 0.6
H -4.26658 26.85772 -23.31689 -0.1 0.3 -0.2
H -5.68396 25.97669 -24.00851 0.2 -0.2 -0.1
H -4.94398 27.29424 -24.97195 0.0 0.2 0.3
O -5.49855 20.19310 -21.33063 0.1 0.7 0.8
S -5.30593 21.61565 -21.14359 0.6 0.3 -1.6
O -6.29377 22.44165 -20.49995 1.1 -0.6 0.5
O -3.78417 21.88598 -20.52683 -3.7 0.4 -0.2
C -2.75716 20.96901 -20.85789 0.9 0.4 0.4
C -1.68564 21.32069 -19.83382 0.2 -0.8 -0.5
C -5.14114 22.29324 -22.82328 0.2 -0.5 1.7
H -2.43461 21.20641 -21.87164 0.1 -0.3 -0.1
H -3.08991 19.93453 -20.77280 0.0 0.1 -0.1
H -1.98209 20.89132 -18.87681 0.2 0.2 0.1
H -1.52631 22.39611 -19.75523 -0.2 -0.1 0.0
H -0.75397 20.86870 -20.17410 0.1 -0.1 0.3
H -4.78887 23.31401 -22.67495 0.2 -0.2 -0.5
H -6.14452 22.26873 -23.24839 0.2 -0.1 -0.1
H -4.44443 21.57614 -23.25741 -0.1 0.5 -0.6
O -8.97380 21.77629 -19.51268 -2.2 0.0 -1.8
S -10.11181 21.38976 -20.33721 2.5 -2.2 0.6
O -10.70369 22.28218 -21.33789 -0.1 0.5 0.5
O -9.70614 20.02598 -21.21906 -0.7 1.0 1.5
C -8.93420 20.26909 -22.40579 0.3 2.0 -2.1
C -8.77310 19.12980 -23.39968 0.4 -0.1 1.0
C -11.36776 20.73656 -19.24670 -0.3 -1.3 -0.3
H -7.97832 20.75925 -22.22099 0.1 -0.3 0.7
H -9.48766 20.99832 -22.99741 -0.2 0.4 0.2
H -7.91550 18.51585 -23.12458 -0.8 -0.9 0.5
H -8.40031 19.45395 -24.37131 -0.5 0.9 0.0
H -9.77815 18.72339 -23.51283 0.5 -0.9 -0.1
H -11.66844 19.74651 -19.58948 0.4 -0.1 -0.4
H -12.33269 21.24336 -19.23432 0.5 0.8 0.1
H -10.89912 20.55552 -18.27939 -0.1 0.6 0.0